Entry 1:
C17H30N5O3 | ωB97M-V/def2-TZVPD

The energy is -31700.4915 eV. Its SMILES is CC(=O)OCCCN(CCC(N)=O)/C(N)=[NH+]/CCCCn1cccc1. For the highest occupied orbital energy, the calculation gives -10.44 eV. The charge is +1.

Each line ends with the Mulliken charge.
Cartesian coordinates (Å):
O  0.313  3.236  1.624  -0.576
O  1.070  2.134  -0.217  -0.196
O  -3.446  -0.331  0.439  -0.535
N  -0.386  -1.772  -2.824  -0.291
N  -0.781  0.428  -2.047  0.920
N  -5.139  1.197  -0.019  -0.530
N  1.409  -0.455  -2.051  0.190
N  1.636  -1.614  3.209  0.299
C  -0.030  -2.840  3.908  -0.699
C  2.688  -0.778  -0.008  0.368
C  -2.191  -0.047  -2.099  -0.960
C  3.101  -1.693  1.171  -1.052
C  -3.208  0.973  -1.565  -0.831
C  0.699  3.071  -1.243  -0.685
C  0.967  -0.886  4.134  -0.596
C  0.039  -0.593  -2.327  -0.625
C  -0.083  -1.600  4.587  -0.532
C  0.307  2.251  0.925  0.582
C  0.708  2.425  -2.624  -0.747
C  1.034  -2.825  3.085  -0.353
C  -0.524  1.038  1.309  0.746
C  -3.899  0.515  -0.299  0.210
C  -0.541  1.598  -2.943  -0.921
C  2.799  -1.046  2.536  -0.493
C  1.840  -1.496  -1.060  -0.980
H  -0.249  3.559  -1.005  0.397
H  2.044  0.000  0.395  -0.377
H  -1.103  -2.361  -2.431  0.239
H  -0.718  -3.658  4.037  0.452
H  -1.371  2.299  -2.912  0.553
H  3.686  -1.081  3.170  0.508
H  1.638  1.887  -2.784  0.345
H  -2.435  -0.309  -3.133  0.353
H  -0.512  1.240  -3.979  0.295
H  -0.804  -1.260  5.307  0.466
H  -0.888  0.524  0.421  -0.590
H  0.115  0.337  1.851  -0.599
H  0.120  -2.150  -3.611  0.249
H  1.468  3.846  -1.253  0.380
H  2.617  -2.658  1.043  0.481
H  1.310  0.101  4.394  0.454
H  2.575  0.011  2.388  0.339
H  1.972  -0.508  -2.896  0.402
H  0.956  -1.899  -0.561  0.477
H  2.365  -2.325  -1.538  0.249
H  0.704  3.243  -3.350  0.494
H  -2.709  1.923  -1.346  0.324
H  -1.386  1.330  1.898  0.478
H  -3.930  1.191  -2.348  0.490
H  4.184  -1.807  1.132  0.244
H  -2.270  -0.924  -1.457  0.712
H  -5.751  0.495  0.383  0.342
H  3.520  -0.270  -0.495  0.435
H  1.394  -3.584  2.417  0.389
H  -4.921  1.914  0.666  0.310

Entry 2:
C17H30NO8S3 | ωB97M-V/def2-TZVPD

The energy is -68480.4830 eV. For the highest occupied orbital energy, the calculation gives -12.31 eV. The charge is +1.

Each line ends with the Mulliken charge.
Cartesian coordinates (Å):
S  -2.789  -1.766  1.496  1.087
S  7.112  -1.975  -3.324  1.175
S  -5.913  2.029  2.414  1.162
O  -1.631  -0.997  1.086  -0.604
O  -4.652  2.730  2.302  -0.703
O  6.751  -2.437  -2.000  -0.675
O  -2.895  -2.355  2.811  -0.683
O  6.345  -2.325  -4.497  -0.658
O  5.412  0.867  -0.655  -0.457
O  -6.441  1.215  1.342  -0.617
O  -0.408  1.259  -0.600  -0.421
N  1.813  2.306  -0.314  -0.006
C  -7.173  3.187  2.919  -0.731
C  3.990  0.943  -0.672  0.130
C  9.393  -1.112  -4.271  -0.621
C  -4.631  -1.153  -0.256  -0.723
C  -6.920  1.738  4.859  -0.733
C  3.278  2.276  -0.290  -0.186
C  8.825  -2.371  -3.628  -0.709
C  1.631  -0.225  -1.041  -0.309
C  -7.962  2.441  3.988  -0.568
C  7.323  -0.199  -3.290  -0.213
C  3.192  -0.364  -1.048  -0.020
C  -4.252  -0.800  1.175  -0.200
C  -5.919  1.062  3.920  -0.506
C  -4.454  -2.668  -0.370  -0.621
C  -3.106  -3.022  0.261  -0.646
C  8.820  0.059  -3.469  -0.760
C  1.006  1.138  -0.644  0.053
H  10.485  -1.114  -4.260  0.354
H  3.839  3.236  0.011  0.386
H  -3.129  -4.001  0.739  0.357
H  -4.036  0.259  1.313  0.303
H  8.895  -3.250  -4.268  0.406
H  9.307  0.102  -2.489  0.321
H  -4.503  -3.004  -1.408  0.365
H  6.743  0.226  -4.111  0.399
H  -7.779  3.475  2.061  0.402
H  -6.673  4.062  3.339  0.351
H  -5.025  -1.121  1.877  0.082
H  -6.229  0.046  3.668  0.294
H  8.999  1.015  -3.966  0.352
H  -4.914  1.049  4.345  0.408
H  -5.259  -3.171  0.175  0.294
H  5.639  0.611  0.280  0.354
H  6.959  0.189  -2.338  0.000
H  -7.380  1.011  5.532  0.340
H  3.710  -1.356  -1.325  0.402
H  -2.299  -2.985  -0.473  0.319
H  9.065  -1.042  -5.313  0.302
H  1.035  -1.165  -1.319  0.379
H  1.361  3.209  -0.079  0.317
H  -5.653  -0.845  -0.487  0.334
H  -0.633  1.003  0.342  0.376
H  -8.587  3.120  4.572  0.355
H  -3.958  -0.648  -0.957  0.288
H  -8.616  1.698  3.521  0.280
H  -6.403  2.478  5.478  0.305
H  9.298  -2.568  -2.663  0.337

Entry 3:
C17H30O | ωB97M-V/def2-TZVPD

The energy is -20161.6662 eV. Its SMILES is CCO[C@@]1(C)CCCC[C@@H](C)/C=C\C=C(\C)CC1. For the highest occupied orbital energy, the calculation gives -7.92 eV.

Each line ends with the Mulliken charge.
Cartesian coordinates (Å):
O  -0.476  -0.559  -2.494  -0.278
C  -0.382  0.808  -2.082  1.571
C  -1.057  1.681  -3.228  -2.059
C  2.095  0.258  1.310  -0.861
C  -0.380  -1.646  4.599  -1.718
C  -1.653  -2.586  -2.731  -1.336
C  -1.148  0.681  1.659  -0.806
C  -1.224  0.120  0.251  0.038
C  1.137  1.167  -2.100  -1.320
C  -0.074  -0.771  3.380  0.820
C  2.114  0.268  -1.224  -0.986
C  3.099  2.203  0.129  -1.622
C  -1.068  1.228  -0.769  -1.245
C  2.402  0.892  0.127  1.059
C  -1.714  -1.108  -2.930  -0.202
C  1.649  -1.124  1.458  -0.617
C  0.748  -1.586  2.391  -0.618
C  -1.390  -0.351  2.736  -1.215
H  -1.782  -0.915  -3.981  0.389
H  1.253  2.244  -1.903  0.527
H  2.366  3.007  0.212  0.252
H  0.583  -1.875  5.070  0.431
H  -0.538  2.102  -0.295  0.246
H  -1.003  -1.112  5.357  0.399
H  -0.779  2.751  -3.156  0.409
H  -1.965  1.396  1.690  0.631
H  -1.795  -2.829  -1.671  0.281
H  -2.603  -0.682  -2.396  0.248
H  -0.851  -2.601  4.310  0.319
H  2.232  0.788  2.239  0.480
H  -0.668  -2.948  -2.962  0.308
H  -1.867  -1.247  2.344  0.385
H  3.683  2.296  -0.802  0.366
H  3.050  0.198  -1.773  0.526
H  -2.024  0.090  3.488  0.421
H  -0.411  -0.569  0.087  -0.056
H  3.838  2.270  0.961  0.444
H  -2.132  1.687  -3.139  0.468
H  -2.388  -3.102  -3.347  0.399
H  -0.205  1.225  1.771  0.265
H  -0.791  1.296  -4.196  0.455
H  0.491  0.130  3.699  0.279
H  1.751  -0.770  -1.147  0.247
H  1.494  0.957  -3.103  0.498
H  2.130  -1.857  0.766  0.434
H  -2.177  -0.444  0.083  0.571
H  -2.102  1.552  -1.006  0.442
H  0.530  -2.617  2.321  0.333

Entry 4:
C17H31Br2Cl6F8LiMgN2O13PS | ωB97M-V/def2-TZVPD

The energy is -310449.2781 eV. For the highest occupied orbital energy, the calculation gives -2.66 eV. The charge is -1.

Each line ends with the Mulliken charge.
Cartesian coordinates (Å):
Br  -1.181  -2.058  -3.218  -0.594
Br  -0.561  -4.711  1.516  -0.798
Cl  2.537  -8.977  1.011  -0.125
Cl  0.290  -8.877  2.889  -0.112
Cl  6.847  -2.981  -1.716  -0.158
Cl  1.672  -6.436  2.123  -0.019
Cl  6.767  -5.549  -3.075  -0.133
Cl  4.408  -3.855  -3.032  -0.103
S  0.058  -4.333  -2.162  1.009
P  -7.752  6.234  -2.753  1.051
Mg  2.566  -6.256  -0.132  0.948
F  1.286  -2.543  3.880  -0.265
F  -0.311  1.486  4.645  -0.263
F  2.334  1.485  5.397  -0.342
F  2.902  -3.459  2.813  -0.293
F  2.054  1.119  3.279  -0.263
F  0.704  -2.791  1.159  -0.014
F  -0.158  -0.557  3.960  -0.192
F  1.022  -0.692  1.659  -0.167
O  -2.159  4.850  3.236  -0.407
O  0.232  -4.320  -3.618  -0.567
O  -6.132  6.710  -2.563  -0.337
O  -2.678  4.648  0.933  -0.171
O  -9.345  5.613  -2.626  -0.316
O  -1.380  -4.160  -1.827  -0.532
O  -8.130  7.376  -3.645  -0.673
O  -4.751  4.689  1.482  -0.252
O  9.030  -3.850  -3.376  -0.703
O  -7.262  4.931  -3.623  -0.292
O  0.518  -5.646  -1.604  -0.577
O  0.865  -3.230  -1.527  -0.507
O  3.131  -1.364  3.424  -0.404
N  -3.445  2.288  2.965  -0.001
N  -3.806  5.385  1.369  0.157
C  -9.599  4.826  -1.453  -0.725
C  9.949  -4.129  -4.332  0.499
C  6.185  -3.886  -3.080  0.086
C  -5.274  5.819  -1.841  -0.541
C  -2.255  2.594  2.127  -0.630
C  2.804  -0.673  4.625  -0.796
C  -3.558  3.157  4.192  -0.610
C  -8.083  4.418  -4.662  -0.668
C  1.138  -8.032  1.601  -0.081
C  -1.935  4.131  2.040  0.095
C  1.641  -1.906  1.598  0.067
C  0.404  0.325  4.795  0.027
C  2.222  -2.311  2.955  0.453
C  1.887  0.562  4.499  0.949
C  11.200  -3.257  -4.081  -1.447
C  -2.266  4.016  4.380  -0.058
C  9.357  -3.756  -5.709  -1.314
Li  0.846  -2.068  -0.729  0.681
H  10.324  -5.179  -4.434  0.085
H  -8.716  3.618  -4.275  0.237
H  -2.442  2.258  1.090  0.415
H  11.957  -3.423  -4.866  0.399
H  -2.345  4.669  5.268  0.414
H  -8.918  3.969  -1.411  0.320
H  -5.709  5.578  -0.868  0.181
H  8.478  -4.366  -5.939  0.221
H  6.515  -3.412  -3.996  0.204
H  -3.782  2.510  5.056  0.466
H  -3.383  1.297  3.215  0.417
H  -1.355  2.052  2.476  0.085
H  0.261  -0.024  5.820  0.246
H  -5.099  4.901  -2.406  0.350
H  -4.382  3.886  4.058  0.256
H  11.666  -3.503  -3.123  0.324
H  2.437  -1.842  0.845  0.398
H  9.062  -2.704  -5.756  0.290
H  -8.701  5.188  -5.120  0.326
H  -4.313  6.312  -1.685  0.275
H  -4.328  2.393  2.457  0.393
H  -0.862  4.260  1.784  0.384
H  -9.478  5.436  -0.555  0.309
H  10.093  -3.927  -6.513  0.445
H  -7.433  3.991  -5.425  0.269
H  10.960  -2.190  -4.079  0.320
H  -1.395  3.339  4.556  0.020
H  -10.625  4.461  -1.497  0.247
H  3.765  -0.298  4.981  0.425
H  0.449  -7.894  0.768  0.369
H  2.466  -1.354  5.406  0.339

Entry 5:
C17H31HgN2O7 | ωB97M-V/def2-TZVPD

The energy is -39617.5126 eV. For the highest occupied orbital energy, the calculation gives -3.75 eV. The charge is -1.

Each line ends with the Mulliken charge.
Cartesian coordinates (Å):
Hg  -0.185  0.231  0.010  3.230
O  -0.292  0.355  6.653  -0.691
O  0.911  -0.767  1.554  -0.993
O  0.245  -0.982  -1.982  -0.792
O  -1.323  -1.741  0.459  -0.146
O  -0.626  1.444  2.170  -0.858
O  2.132  0.913  -0.303  -0.019
O  1.069  -1.926  6.065  -0.672
N  -0.101  2.491  -0.639  -0.520
N  -2.589  0.499  -0.450  -0.493
C  0.765  -1.177  5.151  0.323
C  3.403  0.336  -0.062  -1.153
C  0.962  -1.470  3.726  -0.838
C  -0.022  0.168  5.471  0.449
C  -0.482  1.017  4.403  -0.756
C  0.622  -0.521  2.779  0.126
C  1.229  4.257  -1.740  -1.726
C  -0.598  -2.970  0.348  -0.739
C  2.254  2.294  -0.578  -1.138
C  1.193  -0.580  -4.165  -1.282
C  1.350  -2.882  -3.081  -1.522
C  -2.709  -1.829  0.276  -0.885
C  -0.192  0.675  3.122  0.523
C  1.076  2.783  -1.429  1.206
C  -4.804  -0.404  0.212  -1.694
C  -3.281  -0.447  0.443  0.399
C  1.263  -1.336  -2.853  0.755
H  3.290  -0.720  0.172  0.199
H  0.434  -2.669  0.204  0.000
H  -5.093  -0.798  -0.766  0.370
H  1.023  2.260  -2.384  -0.461
H  2.250  -1.180  -2.387  -0.131
H  2.075  -0.784  -4.778  0.402
H  -0.367  3.189  0.051  0.145
H  2.186  4.694  -2.037  0.382
H  -1.003  1.937  4.621  0.393
H  3.157  2.558  -1.142  0.455
H  -2.773  0.177  -1.400  0.221
H  3.838  0.830  0.811  0.397
H  -0.925  2.539  -1.238  0.320
H  -3.134  -0.046  1.448  0.183
H  1.076  4.874  -0.846  0.393
H  0.301  -0.768  -4.767  0.298
H  2.373  2.848  0.360  0.433
H  0.488  4.561  -2.482  0.375
H  -3.094  -2.443  1.097  0.258
H  1.429  -2.383  3.388  0.441
H  -0.945  -3.545  -0.514  0.392
H  -5.208  0.609  0.256  0.432
H  0.388  -3.247  -3.451  0.288
H  1.617  -3.407  -2.166  0.306
H  -0.680  -3.640  1.206  0.335
H  -3.028  1.413  -0.412  0.255
H  2.062  -3.019  -3.899  0.465
H  -2.919  -2.225  -0.725  0.446
H  1.135  0.475  -3.884  0.121
H  4.098  0.432  -0.901  0.390
H  -5.321  -0.953  1.003  0.404

Entry 6:
C17H31IIrNS4Si | ωB97M-V/def2-TZVPD

The expectation value of S² is 0.754. The energy is -81754.0760 eV. The spin multiplicity is 2. For the highest occupied orbital energy (spin up / spin down), the calculation gives -16.30 / -16.44 eV. The charge is +3.

Each line ends with the Mulliken spin population.
Cartesian coordinates (Å):
Ir  0.298  0.751  -0.762  0.736
I  0.464  -2.938  -5.550  0.000
S  -1.570  2.004  -1.486  -0.007
S  2.420  -0.084  -0.245  -0.010
S  0.535  2.232  0.990  0.011
S  1.486  2.347  -2.152  0.197
Si  -1.321  -2.600  3.882  0.004
N  -0.471  -0.899  -1.887  0.057
C  -0.254  3.735  0.323  0.003
C  -0.950  2.890  -2.998  0.008
C  -1.655  -1.412  -1.513  0.011
C  -1.712  -2.860  -3.414  0.005
C  2.338  2.514  0.973  0.003
C  0.096  -1.362  -3.012  0.016
C  3.080  1.564  -2.552  0.002
C  3.017  1.149  0.985  -0.006
C  -3.085  -2.230  3.463  -0.001
C  -0.550  -1.334  5.090  -0.001
C  -1.615  3.327  -0.219  0.000
C  -1.002  -4.355  4.337  0.000
C  -0.214  -2.070  2.469  -0.078
C  -2.292  -2.395  -2.243  0.013
C  0.346  2.308  -3.557  0.001
C  3.336  0.254  -1.799  0.010
C  -0.490  -2.331  -3.810  -0.001
H  0.519  -1.447  5.254  0.000
H  -1.284  -5.041  3.537  0.000
H  4.395  0.139  -1.570  -0.001
H  -3.468  -2.917  2.709  0.000
H  2.848  0.652  1.941  -0.002
H  -2.248  2.915  0.569  -0.002
H  4.097  1.245  0.869  0.001
H  0.739  -2.564  2.265  -0.001
H  -3.676  -2.391  4.370  0.000
H  3.121  1.389  -3.627  0.001
H  -1.624  -4.597  5.203  0.000
H  0.391  4.161  -0.444  -0.001
H  -2.104  -0.999  -0.619  -0.029
H  -0.372  4.457  1.131  0.000
H  -3.251  -1.201  3.144  0.000
H  1.059  -0.946  -3.277  -0.001
H  2.622  3.065  1.870  0.000
H  -1.082  -1.641  6.000  0.000
H  -3.243  -2.783  -1.906  0.001
H  -1.748  2.805  -3.733  0.000
H  2.595  3.115  0.102  -0.001
H  -0.380  -1.207  1.807  0.051
H  -2.144  4.182  -0.641  0.001
H  0.724  2.923  -4.373  0.004
H  0.036  -4.539  4.616  0.000
H  -0.797  -0.302  4.852  0.000
H  0.203  1.284  -3.898  0.000
H  3.832  2.313  -2.312  0.005
H  -0.836  3.942  -2.734  -0.001
H  3.049  -0.604  -2.408  -0.001
H  -2.206  -3.616  -4.011  0.000